[1]
Here is C18H23MnN6O6P2 as an isolated structure from OMol25. Energies are from ωB97M-V/def2-TZVPD.

XYZ file:
```
56
Properties=species:S:1:pos:R:3:mulliken_charge:R:1
Mn 0.3064 0.2023 -0.1916 0.72
C 3.2279 0.7960 -1.7931 -0.85
N 2.7088 -0.2297 -0.9002 0.02
C 3.5178 -0.5922 0.2589 -0.56
C 2.6137 -0.7777 1.4375 0.31
N 1.5466 -0.0399 1.6226 -0.62
C 0.9518 -0.5115 2.7898 0.77
C -0.2216 -0.1133 3.4212 -0.64
C -0.5926 -0.8026 4.5581 -0.74
C 0.1815 -1.8578 5.0604 -0.48
C 1.3580 -2.2506 4.4518 -1.08
C 1.7309 -1.5537 3.3094 0.86
N 2.7831 -1.6915 2.4165 -0.10
C 2.1927 1.8594 -2.0002 0.40
N 1.0949 1.9478 -1.2947 -0.16
C 0.4152 3.0670 -1.7653 0.24
C -0.7997 3.6154 -1.3668 -0.48
C -1.2132 4.7639 -2.0109 -0.69
C -0.4469 5.3534 -3.0260 -0.41
C 0.7600 4.8165 -3.4301 -1.04
C 1.1749 3.6641 -2.7770 0.65
N 2.3013 2.8630 -2.8987 -0.08
H 3.5319 0.3852 -2.7594 0.42
H 4.1089 1.2601 -1.3444 0.37
H 2.4032 -1.0487 -1.4122 0.20
H 4.1957 0.2319 0.4867 0.33
H 4.1208 -1.4896 0.0957 0.35
H -0.8125 0.6980 3.0190 0.42
H -1.5009 -0.5299 5.0784 0.42
H -0.1494 -2.3790 5.9486 0.41
H 1.9561 -3.0590 4.8521 0.43
H 3.5367 -2.3548 2.4776 0.22
H -1.3846 3.1442 -0.5868 0.40
H -2.1498 5.2260 -1.7299 0.41
H -0.8144 6.2500 -3.5063 0.39
H 1.3477 5.2718 -4.2163 0.39
H 3.0556 3.0064 -3.5477 0.21
N -3.0837 -1.9432 -2.0926 -0.17
C -2.5501 -2.1078 -0.6779 0.54
C -3.2744 -3.2454 0.0229 -1.86
P -2.8662 -0.4080 0.0657 0.81
O -3.6688 -0.7702 1.4029 -0.53
O -3.7415 0.2229 -0.9758 -0.91
O -1.6135 0.3348 0.4557 -0.41
P -0.7448 -2.4867 -0.8608 0.60
O -0.1784 -2.2499 0.6472 -0.20
O -0.5560 -3.8662 -1.3258 -0.79
O -0.1681 -1.3177 -1.6395 -0.62
H -3.5663 -0.9666 -2.0375 0.43
H -3.7578 -2.6623 -2.3391 0.34
H -2.3295 -1.9359 -2.7792 0.33
H -4.3572 -3.1152 -0.0281 0.48
H -3.0027 -3.2755 1.0766 0.40
H -2.9953 -4.1963 -0.4338 0.48
H -4.3439 -0.1017 1.6003 0.35
H -0.2383 -3.0496 1.1921 0.29
```

Results
Net charge = +1
⟨S²⟩ = 0.820
Gap between HOMO and LUMO (alpha / beta) = 9.369 / 9.324 eV
2S+1 = 2

[2]
Here is C18H23MnNO8PSi as an isolated structure from OMol25. Energies are from ωB97M-V/def2-TZVPD.

XYZ file:
```
53
Properties=species:S:1:pos:R:3:mulliken_charge:R:1
Mn 0.0574 -0.1350 0.4107 0.80
O -0.6319 5.7157 -1.1147 -0.52
C -0.5231 4.4155 -0.7728 1.00
C -1.6072 3.6923 -0.2643 -0.43
C -1.3881 2.3695 0.0577 0.09
N -0.1891 1.8419 -0.1063 -0.14
C 0.8461 2.4883 -0.6182 0.53
C 0.7258 3.8146 -0.9682 -0.61
C 2.0640 1.5721 -0.7708 0.07
O 3.1104 2.0245 -1.1764 -0.69
O 1.8239 0.3377 -0.4263 -0.61
C -2.4010 1.3440 0.5724 0.10
O -3.5326 1.6909 0.8241 -0.68
O -1.9044 0.1436 0.6848 -0.58
H -1.5308 6.0277 -0.9582 0.31
H -2.5875 4.1334 -0.1349 0.47
H 1.5535 4.3666 -1.3892 0.59
C -1.4404 -0.8946 3.9934 -0.61
O -0.0138 -1.0793 3.8960 -0.42
P 0.7978 -0.1371 2.8983 1.19
O 0.6068 1.2807 3.6306 -0.55
C 1.2134 2.4409 3.0430 -0.69
O 2.3083 -0.4874 3.2504 -0.54
C 3.0759 -1.3398 2.3712 -0.46
H -1.8327 -1.7866 4.4723 0.23
H -1.8877 -0.7711 3.0053 0.22
H -1.6527 -0.0192 4.6041 0.25
H 1.6082 3.0445 3.8556 0.32
H 0.4603 3.0072 2.4954 0.19
H 2.0337 2.1715 2.3746 0.31
H 4.1169 -1.1913 2.6417 0.34
H 2.9251 -1.0529 1.3302 0.11
H 2.7971 -2.3817 2.5225 0.29
C -0.6854 -2.6307 -1.9900 -1.23
Si -0.1404 -2.5358 -0.1953 0.60
C -1.4331 -3.2719 0.9498 -1.17
C 1.5188 -3.3629 0.0700 0.63
C 2.6564 -2.9142 -0.6085 -0.59
C 3.9002 -3.4781 -0.3701 -0.66
C 4.0323 -4.5028 0.5591 -0.42
C 2.9165 -4.9592 1.2462 -0.63
C 1.6737 -4.3895 1.0049 -0.21
H -0.8618 -3.6773 -2.2528 0.37
H 0.0766 -2.2400 -2.6656 0.34
H -1.6099 -2.0752 -2.1528 0.34
H -1.6155 -4.3217 0.7023 0.45
H -2.3742 -2.7304 0.8414 0.27
H -1.1283 -3.2203 1.9965 0.26
H 2.5776 -2.0916 -1.3106 0.32
H 4.7686 -3.1115 -0.9024 0.40
H 5.0040 -4.9408 0.7490 0.39
H 3.0140 -5.7567 1.9719 0.38
H 0.8149 -4.7543 1.5574 0.30
```

Results
Net charge = 0
⟨S²⟩ = 6.364
Gap between HOMO and LUMO (alpha / beta) = 7.544 / 8.085 eV
2S+1 = 5

[3]
Here is the molecule C18H23N3O2S from OMol25. Energies are from ωB97M-V/def2-TZVPD.

XYZ file:
```
47
Properties=species:S:1:pos:R:3:mulliken_charge:R:1
C -3.2745 -1.7645 2.9969 -1.42
C -3.8464 -1.4724 1.6176 -0.42
O -2.8975 -0.6926 0.9217 -0.33
C -3.2110 -0.2155 -0.3248 0.58
C -4.3763 -0.5326 -1.0017 -0.56
C -4.6466 0.0175 -2.2468 -0.77
C -3.7450 0.8863 -2.8235 -0.81
C -2.5670 1.1961 -2.1640 -0.25
C -2.2710 0.6598 -0.9158 0.17
N -1.1244 1.0156 -0.2020 0.43
C -0.4173 2.2265 -0.5578 -0.52
C 0.3821 2.6953 0.6619 -1.74
N 1.3063 1.6636 1.0876 0.15
C 2.5831 1.6788 0.6275 0.77
S 3.1691 2.9320 -0.2916 -0.50
N 3.4202 0.6922 1.0342 -0.20
C 4.6847 0.4255 0.3946 -0.77
C 4.6344 -0.8441 -0.3938 0.31
C 5.5886 -1.7731 -0.6859 -0.66
C 4.9547 -2.7521 -1.4914 -0.52
C 3.6645 -2.3489 -1.6231 -0.34
O 3.4589 -1.1952 -0.9619 -0.11
C 0.5756 0.4612 1.4375 -0.96
C -0.2129 -0.0264 0.2168 -0.39
H -2.3400 -2.3118 2.9055 0.31
H -3.9797 -2.3580 3.5715 0.42
H -3.0809 -0.8330 3.5217 0.32
H -4.7939 -0.9239 1.7097 0.41
H -4.0360 -2.4132 1.0808 0.41
H -5.0984 -1.2013 -0.5603 0.38
H -5.5657 -0.2376 -2.7517 0.39
H -3.9457 1.3203 -3.7912 0.38
H -1.8618 1.8615 -2.6367 0.47
H -1.1374 2.9988 -0.8295 0.64
H 0.2821 2.0725 -1.3954 0.35
H 0.9450 3.5966 0.4192 0.47
H -0.2996 2.8992 1.4920 0.41
H 3.0409 -0.0751 1.5669 0.21
H 4.8887 1.2835 -0.2606 0.34
H 5.4826 0.3609 1.1412 0.33
H 6.6119 -1.7596 -0.3724 0.47
H 5.4021 -3.6306 -1.9082 0.42
H 2.8248 -2.7746 -2.1353 0.45
H 1.2293 -0.3324 1.7974 0.21
H -0.1260 0.7165 2.2369 0.37
H -0.7767 -0.9199 0.4752 0.54
H 0.5020 -0.2717 -0.5890 0.20
```

Results
Net charge = 0
Gap between HOMO and LUMO = 8.310 eV
Energy above the lowest of the compared OMol25 structures with the same formula, charge and spin = 283.5 kJ/mol
Structure (SMILES) = CCOc1ccccc1N1CCN(C(=S)NCc2ccco2)CC1

[4]
Here is the molecule C18H23N3O5S from OMol25. Energies are from ωB97M-V/def2-TZVPD.

XYZ file:
```
50
Properties=species:S:1:pos:R:3:mulliken_charge:R:1
C -5.6422 -2.8127 1.3443 -0.97
O -4.8342 -1.6638 1.2676 -0.40
C -4.8705 -0.9119 0.1270 0.66
C -5.6208 -1.2339 -0.9985 -0.57
C -5.5869 -0.4188 -2.1174 -0.62
C -4.8123 0.7257 -2.1298 -0.85
C -4.0704 1.0533 -1.0085 -0.17
C -4.0898 0.2526 0.1217 0.54
C -3.2450 0.6247 1.3138 -1.18
N -1.8354 0.5893 0.9795 -0.07
C -1.0944 1.7115 0.8527 0.39
O -1.5216 2.8154 1.1552 -0.75
C 0.2694 1.4742 0.3373 0.47
C 0.7589 0.3659 -0.3357 -0.58
C 2.0924 0.6389 -0.6658 -0.18
S 3.2016 -0.4277 -1.5453 1.30
O 4.2153 0.3928 -2.1380 -0.73
O 2.4159 -1.2984 -2.3672 -0.71
N 3.9663 -1.3936 -0.4300 0.02
C 3.2071 -2.4488 0.1964 -0.71
C 2.6778 -2.0105 1.5665 -0.19
O 3.7217 -1.5225 2.3822 -0.44
C 4.3693 -0.4186 1.7867 -0.23
C 4.9628 -0.7942 0.4243 -0.71
C 2.3784 1.8990 -0.1915 -0.82
N 1.2780 2.3995 0.4040 0.27
C 1.2286 3.6905 1.0402 -0.99
H -6.7029 -2.5668 1.2333 0.38
H -5.4715 -3.2248 2.3378 0.24
H -5.3592 -3.5564 0.5923 0.37
H -6.2327 -2.1217 -1.0165 0.40
H -6.1739 -0.6876 -2.9828 0.37
H -4.7871 1.3592 -3.0026 0.39
H -3.4637 1.9468 -0.9983 0.45
H -3.4399 -0.0617 2.1402 0.44
H -3.4592 1.6500 1.6277 0.46
H -1.4668 -0.2895 0.6563 0.18
H 0.2383 -0.5279 -0.6155 0.62
H 2.3956 -2.7072 -0.4829 0.37
H 3.8656 -3.3157 0.3226 0.33
H 2.2485 -2.8575 2.1042 0.37
H 1.9110 -1.2300 1.4414 0.12
H 5.1558 -0.1214 2.4822 0.37
H 3.6537 0.4098 1.6679 0.14
H 5.3498 0.0798 -0.0983 0.38
H 5.7713 -1.5198 0.5685 0.32
H 3.2919 2.4538 -0.2684 0.50
H 1.7191 4.4288 0.4070 0.36
H 1.7379 3.6580 2.0061 0.33
H 0.1878 3.9692 1.1945 0.31
```

Results
Net charge = 0
Gap between HOMO and LUMO = 9.224 eV
Energy above the lowest of the compared OMol25 structures with the same formula, charge and spin = 233.8 kJ/mol
Structure (SMILES) = COc1ccccc1CNC(=O)c1cc(S(=O)(=O)N2CCOCC2)cn1C

[5]
Here is the molecule C18H23N3O7S from OMol25. Energies are from ωB97M-V/def2-TZVPD.

XYZ file:
```
52
Properties=species:S:1:pos:R:3:mulliken_charge:R:1
C 3.5334 0.0889 -3.9273 -0.66
O 4.0569 0.6955 -2.7486 -0.36
C 3.5096 0.3307 -1.6018 0.70
O 2.6479 -0.5055 -1.4897 -0.49
C 4.0120 1.1391 -0.4454 -0.82
S 2.4726 1.9907 0.0591 1.27
O 1.7952 2.4602 -1.1111 -0.61
O 2.7464 2.9247 1.1036 -0.69
C 1.5422 0.6101 0.7152 0.14
N 1.8907 -0.2325 1.6283 -0.60
N 0.8701 -1.0966 1.7647 -0.45
C -0.0449 -0.7350 0.9240 0.34
C -1.3711 -1.3603 0.6516 0.60
C -1.2241 -2.4201 -0.4534 -1.32
C -0.2499 -3.4862 -0.0324 0.34
C 1.0928 -3.3883 -0.3720 -0.24
C 1.9915 -4.3514 0.0514 -0.69
C 1.5583 -5.4205 0.8158 -0.43
C 0.2207 -5.5245 1.1565 -0.59
C -0.6775 -4.5603 0.7364 -0.40
N -2.3120 -0.3332 0.2480 -0.20
C -2.2910 0.8602 0.9251 0.59
O -1.8049 0.9776 2.0229 -0.60
O -2.8868 1.8039 0.1973 -0.44
C -2.9162 3.1786 0.6686 1.79
C -3.7325 3.2761 1.9559 -1.67
C -3.6024 3.9388 -0.4664 -1.78
C -1.4911 3.6934 0.8743 -1.65
O 0.3314 0.3486 0.2134 -0.01
H 2.5128 0.4354 -4.0977 0.29
H 4.1829 0.3992 -4.7411 0.23
H 3.5311 -0.9978 -3.8254 0.29
H 4.3060 0.5346 0.4066 0.40
H 4.7681 1.8630 -0.7299 0.43
H -1.7095 -1.8290 1.5834 0.33
H -0.8712 -1.9292 -1.3634 0.43
H -2.2087 -2.8526 -0.6405 0.54
H 1.4417 -2.5557 -0.9651 0.53
H 3.0342 -4.2634 -0.2150 0.40
H 2.2610 -6.1709 1.1462 0.38
H -0.1232 -6.3566 1.7529 0.38
H -1.7209 -4.6424 1.0054 0.40
H -2.5468 -0.2773 -0.7317 0.29
H -3.2522 2.7078 2.7476 0.34
H -4.7336 2.8813 1.7957 0.39
H -3.8067 4.3155 2.2627 0.46
H -4.5902 3.5237 -0.6491 0.42
H -3.0161 3.8556 -1.3774 0.41
H -3.7008 4.9873 -0.2027 0.41
H -0.8890 3.5163 -0.0154 0.34
H -1.5150 4.7607 1.0748 0.52
H -1.0210 3.1914 1.7157 0.35
```

Results
Net charge = 0
Gap between HOMO and LUMO = 9.787 eV
Energy above the lowest of the compared OMol25 structures with the same formula, charge and spin = 172.1 kJ/mol
Structure (SMILES) = COC(=O)CS(=O)(=O)c1nnc([C@H](Cc2ccccc2)NC(=O)OC(C)(C)C)o1

[6]
Here is C18H24AlBeBrF10N3NaO14PS3 as an isolated structure from OMol25. Energies are from ωB97M-V/def2-TZVPD.

XYZ file:
```
77
Properties=species:S:1:pos:R:3:mulliken_charge:R:1
C -4.6091 1.2980 -0.8525 -1.01
C -4.0629 2.6906 -1.1744 0.54
O -3.8214 3.4905 -0.0335 -0.33
C -3.3513 4.6477 -0.5213 0.30
O -3.4438 4.9033 -1.7338 -0.40
C -2.6227 5.6862 0.3060 -0.66
C -1.1776 5.6990 -0.3145 0.16
C -0.2273 5.9673 0.7945 -0.88
N 1.2052 6.0256 0.3123 0.04
P 2.3215 5.9236 1.7274 0.21
O 1.7280 7.0684 2.7362 -0.40
Br 2.0046 3.9750 2.8336 -0.13
S 1.6506 4.6823 -0.6836 0.76
O 1.3562 4.8082 -2.0960 -0.37
O 1.1826 3.3939 -0.2121 -0.48
F 3.3164 4.5772 -0.6249 -0.17
H -5.5743 1.3567 -0.3291 0.38
H -3.8630 0.6858 -0.3318 0.08
H -4.8256 0.8070 -1.8160 0.40
H -3.0854 2.6059 -1.7217 -0.15
H -4.7607 3.1325 -1.8957 0.36
H -3.1306 6.6540 0.2719 0.39
H -2.5131 5.3214 1.3424 0.47
H -1.0743 4.7538 -0.7732 0.22
H -1.1407 6.5477 -1.0485 0.44
H -0.3735 5.3057 1.6653 0.48
H -0.4918 6.9730 1.1621 0.38
H 2.1968 6.9169 3.5734 0.36
F -0.4894 4.4482 -2.9472 0.11
O -2.0340 -0.1270 0.1141 -0.70
C -2.2161 -1.3146 0.1663 0.57
O -3.3979 -1.8895 -0.1393 -0.35
C -3.3300 -3.3021 0.1221 -0.49
C -1.8534 -3.6401 0.0987 -0.26
C -1.2269 -2.3688 0.6080 -0.29
H -3.7801 -3.4987 1.1011 0.27
H -3.8939 -3.8389 -0.6378 0.36
H -1.5988 -4.5258 0.6840 0.33
H -1.5151 -3.8209 -0.9668 0.18
H -1.1583 -2.3541 1.7017 0.27
H -0.2509 -2.2004 0.1615 0.26
Be 3.1969 2.2142 -0.9749 0.48
F -2.6136 7.4538 -2.0035 -0.67
C 1.6575 -3.4609 4.7879 0.56
F 1.5165 -2.1627 4.5306 -0.22
F 2.8325 -3.6331 5.3892 -0.21
F 0.7133 -3.8094 5.6575 -0.21
S 1.5452 -4.4526 3.2526 1.17
O 2.6189 -3.9966 2.4185 -0.58
O 0.2437 -4.1880 2.7206 -0.57
N 1.7500 -5.8783 3.9099 -0.35
S 1.7180 -7.1015 2.8713 1.11
O 2.8341 -7.1615 1.9700 -0.60
O 0.4407 -7.3703 2.2859 -0.60
C 1.9936 -8.4525 4.0766 0.61
F 1.0301 -8.4814 4.9952 -0.22
F 3.1504 -8.2955 4.7200 -0.22
F 2.0188 -9.6307 3.4723 -0.19
Na 4.0148 3.8289 -3.2281 0.60
Al -1.2945 3.6626 -1.9613 0.18
C 0.1748 3.9858 -5.9131 0.77
O -0.6996 3.1010 -5.6742 -0.58
O -0.3039 5.2683 -5.8762 -0.43
O 1.3696 3.8211 -6.1585 -0.63
H -1.2295 5.0380 -5.6698 0.32
N 2.7844 -5.5854 -1.3385 -0.39
C 3.5274 -4.8937 -0.4877 -0.01
C 3.9438 -3.5576 -0.7166 -0.29
C 3.5573 -2.9443 -1.8937 -0.34
C 2.7826 -3.6549 -2.7902 -0.29
C 2.4201 -4.9843 -2.4608 -0.12
H 3.7983 -5.4166 0.4233 0.44
H 4.5432 -3.0386 0.0177 0.41
H 3.8539 -1.9265 -2.1082 0.46
H 2.4604 -3.2157 -3.7235 0.44
H 1.8165 -5.5800 -3.1360 0.42
F -0.2345 -2.9655 -2.0128 -0.46
```

Results
Net charge = +1
Gap between HOMO and LUMO = 1.525 eV

Taking the records one at a time from the top gives E values of -3313.50835, -3138.38511, -1412.60852, -1638.34260, -1788.83934, -7445.10917 Ha.